[1]
{"formula": "C3H12O2S2", "method": "the ωB97M-V functional and the def2-TZVPD basis", "species": ["C", "C", "S", "S", "C", "H", "H", "H", "H", "H", "H", "H", "H", "H", "H", "O", "H", "H", "O"], "positions_angstrom": [[1.861, 2.973, -0.314], [1.100, 1.765, 0.167], [0.349, 0.839, -1.233], [0.383, -1.112, -0.144], [0.508, -2.256, -1.567], [2.781, 2.680, -0.832], [1.398, 3.626, -1.044], [2.106, 3.582, 0.570], [0.356, 1.940, 0.948], [1.720, 0.961, 0.578], [1.166, -1.922, -2.372], [-0.502, -2.262, -1.977], [0.766, -3.251, -1.226], [-3.764, -0.314, 0.205], [-2.201, -0.610, -0.078], [-2.932, -0.623, 0.569], [-1.807, -0.929, 2.561], [-1.215, -1.820, 3.607], [-1.331, -0.907, 3.396]], "mulliken_charge": [-1.0701, -0.3237, -0.4855, -0.3897, -0.7639, 0.2521, 0.2534, 0.3440, 0.2952, 0.2425, 0.2835, 0.2134, 0.2185, 0.2671, 0.3041, -0.6302, 0.3292, 0.2939, -0.6339], "total_charge": -1, "multiplicity": 2, "e_above_lowest_kcal_mol": 8.5, "e_homo_ev": [-0.24, -2.98], "orbital_gap_ev": [3.822, 6.517]}

***

[2]
{"formula": "C39H39BCdN11O2", "method": "the ωB97M-V functional and the def2-TZVPD basis", "species": ["Cd", "C", "O", "C", "N", "C", "C", "C", "C", "C", "C", "C", "C", "C", "C", "C", "C", "N", "C", "N", "C", "C", "O", "C", "C", "C", "C", "C", "C", "H", "H", "H", "H", "H", "H", "H", "H", "H", "H", "H", "H", "H", "H", "H", "H", "H", "H", "H", "C", "C", "C", "C", "N", "N", "B", "N", "C", "C", "C", "C", "N", "N", "C", "C", "C", "C", "N", "N", "C", "C", "C", "C", "N", "H", "H", "H", "H", "H", "H", "H", "H", "H", "H", "H", "H", "H", "H", "H", "H", "H", "H", "H", "H"], "positions_angstrom": [[0.945, -0.007, 0.946], [0.909, 4.400, 2.613], [1.440, 3.515, 3.650], [1.487, 2.314, 3.099], [1.134, 2.172, 1.888], [0.661, 3.469, 1.395], [-0.819, 3.432, 0.926], [-1.191, 4.879, 0.645], [-2.355, 5.342, 0.194], [-3.510, 4.547, -0.218], [-3.468, 3.323, -0.750], [-2.285, 2.519, -1.093], [1.890, 1.150, 3.927], [2.440, 1.211, 5.196], [2.718, 0.008, 5.835], [2.428, -1.198, 5.207], [1.878, -1.143, 3.938], [1.627, 0.002, 3.321], [1.466, -2.311, 3.120], [1.112, -2.175, 1.909], [0.637, -3.473, 1.422], [0.891, -4.399, 2.642], [1.418, -3.509, 3.676], [-0.845, -3.427, 0.960], [-1.244, -4.871, 0.712], [-2.413, -5.327, 0.263], [-3.556, -4.530, -0.178], [-3.498, -3.317, -0.731], [-2.306, -2.528, -1.073], [1.653, 5.169, 2.430], [0.005, 4.851, 3.014], [1.279, 3.770, 0.546], [-0.422, 5.618, 0.848], [-2.468, 6.418, 0.124], [-4.482, 5.015, -0.112], [-4.410, 2.853, -1.006], [-2.501, 1.527, -1.473], [2.636, 2.164, 5.666], [3.150, 0.011, 6.827], [2.614, -2.149, 5.686], [1.249, -3.779, 0.570], [1.640, -5.164, 2.458], [-0.008, -4.856, 3.047], [-0.492, -5.620, 0.940], [-2.540, -6.404, 0.221], [-4.531, -4.989, -0.076], [-4.434, -2.844, -1.006], [-2.510, -1.539, -1.466], [-1.717, -2.777, 2.043], [-0.967, -2.620, -0.349], [-1.094, -3.218, -1.744], [-0.340, -2.298, -2.554], [0.085, -1.300, -1.827], [-0.187, -1.434, -0.503], [0.840, -0.024, -2.422], [0.096, 1.264, -1.839], [-0.330, 2.254, -2.578], [-1.071, 3.190, -1.778], [-0.942, 2.610, -0.374], [-1.707, 2.819, 2.020], [-0.171, 1.417, -0.518], [2.301, -0.026, -1.947], [3.480, -0.022, -2.606], [4.505, -0.017, -1.696], [3.876, -0.020, -0.447], [4.482, -0.018, 0.918], [2.560, -0.025, -0.604], [0.586, -0.023, -3.909], [1.335, -0.031, -5.048], [0.487, -0.004, -6.117], [-0.810, 0.019, -5.557], [-2.125, 0.052, -6.270], [-0.751, 0.014, -4.238], [-1.642, -3.318, 2.987], [-2.762, -2.780, 1.747], [-1.418, -1.741, 2.220], [-1.185, -4.269, -1.974], [-0.128, -2.355, -3.608], [-0.124, 2.293, -3.635], [-1.156, 4.237, -2.024], [-1.792, 3.487, 2.877], [-1.304, 1.865, 2.367], [-2.713, 2.641, 1.649], [3.541, -0.023, -3.677], [5.561, -0.013, -1.904], [5.567, -0.032, 0.855], [4.165, -0.895, 1.487], [4.188, 0.876, 1.472], [2.407, -0.053, -5.052], [0.755, -0.003, -7.160], [-1.978, 0.045, -7.347], [-2.686, 0.949, -6.009], [-2.735, -0.810, -6.003]], "mulliken_charge": [1.7204, -0.6586, -0.4571, -0.0524, 0.5706, -0.8834, 2.6967, -1.4943, -0.9327, -0.5472, -1.3349, 0.7599, -0.0318, -0.7374, -0.5332, -0.7393, -0.0576, 0.3525, -0.0192, 0.6413, -0.8898, -0.6788, -0.4577, 2.6432, -1.5503, -0.9132, -0.6305, -1.2617, 0.7901, 0.3105, 0.4734, 0.8306, 0.3942, 0.5014, 0.4628, 0.4414, 0.4428, 0.5718, 0.4842, 0.5622, 0.7910, 0.3010, 0.5100, 0.3985, 0.4965, 0.4576, 0.4420, 0.4158, -1.7998, -0.6898, -1.3180, -0.5547, 0.5462, 0.6943, 0.2763, 0.4986, -0.5456, -1.3209, -0.7004, -1.8597, 0.6431, 0.4860, 0.4424, -1.9983, 0.5751, -1.1778, -0.7165, 0.4693, -0.1406, -1.2011, 0.5263, -1.3348, -0.9596, 0.4269, 0.5423, 0.1365, 0.7223, 0.7235, 0.7294, 0.7254, 0.4253, 0.1731, 0.5108, 0.3555, 0.4855, 0.3993, 0.1549, 0.1623, 0.4213, 0.4948, 0.4065, 0.2834, 0.2800], "total_charge": 2, "multiplicity": 2, "e_above_lowest_kcal_mol": 114.4, "e_homo_ev": [-12.91, -11.61], "orbital_gap_ev": [7.568, 3.602]}

***

[3]
{"formula": "C5H8CrLiO3", "method": "the ωB97M-V functional and the def2-TZVPD basis", "species": ["C", "C", "H", "H", "H", "Li", "O", "Cr", "O", "C", "O", "C", "C", "H", "H", "H", "H", "H"], "positions_angstrom": [[0.819, 2.710, -0.319], [1.487, 3.754, 0.246], [1.191, 2.399, -1.307], [-0.397, 2.720, -0.733], [1.349, 4.061, 1.292], [0.171, 1.233, 2.376], [-0.110, -0.850, -0.500], [-1.935, -0.118, -2.804], [-1.000, 0.938, -1.369], [-0.344, 0.421, -0.436], [0.333, 1.158, 0.395], [-0.572, -1.781, 0.505], [0.114, -3.096, 0.238], [-0.271, -1.388, 1.488], [-1.660, -1.894, 0.386], [1.195, -3.001, 0.397], [-0.288, -3.842, 0.935], [-0.082, -3.425, -0.790]], "mulliken_charge": [-0.2771, -0.1552, 0.3484, 0.3562, 0.2604, 0.9430, -0.3123, 1.7289, -0.7972, 1.1000, -0.4992, -0.0259, -1.2201, 0.1422, 0.3267, 0.3576, 0.3870, 0.3367], "total_charge": 3, "multiplicity": 5, "e_above_lowest_kcal_mol": 90.1, "e_homo_ev": [-20.89, -20.87], "orbital_gap_ev": [5.068, 6.590]}

***

Calculated electronic energy in order - -29070.804 -66788.279 -40045.872 eV